(1)
The following is a DFT calculation (ωB97M-V with the def2-TZVPD basis set) of an isolated molecule of C2H5NS.

```
! RIJCOSX wB97M-V def2-TZVPD def2/J DEFGRID3
* xyz 0 1
C -0.977 0.464 0.020
C -0.223 -0.802 0.387
N 0.966 -0.506 -0.491
S 2.304 0.132 0.124
H -1.789 0.656 -0.671
H -0.727 1.461 0.344
H -0.207 -0.975 1.497
H -0.845 -1.585 0.067
H 2.543 1.148 -0.887
*
```

Summary:
- gap between HOMO and LUMO (spin up / spin down) (eV) = 8.03 / 8.42
- LUMO (spin up / spin down) (eV) = -0.3 / 0.2
- E_HOMO (spin up / spin down) (eV) = -8.3 / -8.2
- energy above the lowest of the compared OMol25 structures with the same formula, charge and spin (kcal per mole) = 100.5

(2)
The following is a DFT calculation (ωB97M-V with the def2-TZVPD basis set) of a cluster of 2 separate species, C2F8P in total.

```
! RIJCOSX wB97M-V def2-TZVPD def2/J DEFGRID3
* xyz 1 1
C -0.138 -0.329 -0.611
C -0.319 -1.473 0.440
F 0.801 -0.555 -1.570
F -1.278 0.023 -1.158
F 0.259 0.876 0.009
F 0.902 -1.941 0.665
F -1.039 -2.494 -0.037
F 1.659 2.882 1.056
F -0.328 3.427 0.482
F -0.902 -0.997 1.534
P 0.965 3.160 -0.272
*
```

Summary:
- gap between HOMO and LUMO (eV) = 9.81
- LUMO (eV) = -8.1
- E_HOMO (eV) = -17.9

(3)
The following is a DFT calculation (ωB97M-V with the def2-TZVPD basis set) of an isolated molecule of C4H7FINO2.

```
! RIJCOSX wB97M-V def2-TZVPD def2/J DEFGRID3
* xyz 0 1
C 0.449 -0.340 -0.030
C -2.975 0.697 0.057
C -0.716 0.006 -0.710
C 2.951 -1.063 -0.268
N -1.553 0.927 -0.055
O 0.588 -0.225 1.299
O 1.589 -0.996 -0.731
F 3.019 -1.376 1.054
I 3.915 0.863 -0.808
H -3.248 -0.161 0.576
H -3.246 1.446 0.638
H -3.424 0.752 -0.910
H -0.753 -0.205 -1.763
H 3.367 -1.812 -0.893
H -1.246 1.160 0.875
H 1.282 0.326 1.668
*
```

Summary:
- gap between HOMO and LUMO (eV) = 7.92
- LUMO (eV) = 0.2
- E_HOMO (eV) = -7.8
- SMILES = CN/C=C(\O)O[C@H](F)I

(4)
The following is a DFT calculation (ωB97M-V with the def2-TZVPD basis set) of a structure of composition C39H60CoGeI2N4P3.

```
! RIJCOSX wB97M-V def2-TZVPD def2/J DEFGRID3
* xyz 1 6
Co 9.798 11.095 11.299
C 10.190 18.157 14.590
C 10.622 17.490 13.322
C 10.564 18.328 12.076
P 9.682 15.793 13.065
C 10.529 14.656 14.373
N 11.574 13.954 13.670
Ge 11.140 12.926 11.991
N 12.509 13.795 10.961
C 12.185 14.628 9.877
P 12.346 13.650 8.139
C 14.013 14.325 7.453
C 14.466 15.749 7.601
C 14.086 13.796 6.010
C 10.958 14.610 7.288
C 11.215 16.107 7.138
C 10.619 13.922 5.993
C 13.712 13.107 11.046
C 14.943 13.542 10.492
C 16.027 12.665 10.371
C 15.896 11.370 10.815
C 14.783 10.941 11.505
C 13.750 11.862 11.715
N 12.958 11.826 12.911
C 13.569 12.704 13.964
C 14.670 12.416 14.748
C 15.158 13.260 15.727
C 14.608 14.547 15.753
C 13.506 14.876 14.965
C 12.821 13.892 14.176
C 12.502 10.490 13.302
C 12.374 10.122 14.629
C 12.050 8.863 15.017
C 11.522 7.959 14.114
C 11.501 8.333 12.784
C 11.890 9.612 12.311
N 11.489 10.010 11.058
C 11.200 9.178 9.939
P 9.290 9.327 9.844
C 9.043 9.670 7.942
C 9.734 8.614 7.081
C 7.645 9.935 7.514
C 8.641 7.535 10.189
C 9.606 6.315 10.061
C 7.779 7.603 11.438
C 7.948 16.070 13.844
C 7.857 15.661 15.290
C 6.887 15.391 12.914
H 10.925 18.993 14.785
H 10.082 17.527 15.482
H 9.219 18.591 14.361
H 11.597 17.037 13.458
H 9.526 18.465 11.746
H 11.105 17.869 11.259
H 11.023 19.321 12.256
H 9.855 13.918 14.911
H 11.001 15.249 15.191
H 12.740 15.596 9.854
H 11.097 14.853 9.792
H 14.704 13.738 8.100
H 13.876 16.425 6.933
H 15.546 15.828 7.313
H 14.521 16.175 8.622
H 13.802 14.572 5.290
H 13.395 12.938 5.912
H 15.056 13.318 5.768
H 10.092 14.492 8.039
H 12.061 16.283 6.451
H 11.375 16.653 8.108
H 10.339 16.527 6.589
H 9.555 13.752 5.884
H 11.063 12.941 5.942
H 10.988 14.467 5.157
H 15.074 14.576 10.170
H 16.927 12.956 9.858
H 16.589 10.623 10.543
H 14.689 9.934 11.912
H 15.109 11.419 14.610
H 15.832 12.927 16.483
H 15.146 15.228 16.389
H 13.083 15.824 15.155
H 12.602 10.837 15.419
H 12.131 8.634 16.070
H 10.947 7.082 14.463
H 11.119 7.623 12.106
H 11.475 8.113 9.899
H 11.546 9.690 9.022
H 9.650 10.673 7.915
H 9.521 7.590 7.424
H 10.807 8.778 7.127
H 9.344 8.634 5.989
H 7.275 9.350 6.718
H 7.599 10.991 7.255
H 6.984 9.828 8.346
H 7.996 7.434 9.342
H 10.090 5.991 10.953
H 10.423 6.505 9.335
H 9.022 5.495 9.636
H 8.339 7.892 12.359
H 7.310 6.620 11.672
H 6.919 8.347 11.300
H 7.872 17.221 13.771
H 7.509 14.612 15.395
H 6.959 16.266 15.662
H 8.710 15.920 15.912
H 7.027 14.282 12.889
H 6.970 15.797 11.892
H 5.873 15.523 13.295
I 9.132 10.954 13.732
I 8.109 12.616 10.385
*
```

Summary:
- gap between HOMO and LUMO (spin up / spin down) (eV) = 7.00 / 4.36
- LUMO (spin up / spin down) (eV) = -2.4 / -5.4
- E_HOMO (spin up / spin down) (eV) = -9.4 / -9.8
- energy above the lowest of the compared OMol25 structures with the same formula, charge and spin (kcal per mole) = 53.1

(5)
The following is a DFT calculation (ωB97M-V with the def2-TZVPD basis set) of a structure of composition C19H22CaN6SbSe.

```
! RIJCOSX wB97M-V def2-TZVPD def2/J DEFGRID3
* xyz 1 1
Ca -1.771 0.205 0.585
C -0.162 2.822 2.206
C -0.316 2.958 0.728
C -0.408 4.209 0.120
C -0.583 4.287 -1.249
C -0.601 3.106 -1.982
C -0.497 1.902 -1.309
N -0.387 1.835 0.015
Sb -0.218 0.113 -2.533
C 1.838 0.150 -1.827
C 2.953 0.164 -2.643
C 4.198 0.194 -2.028
C 4.262 0.214 -0.645
C 3.079 0.208 0.091
C 3.082 0.284 1.585
N 1.895 0.168 -0.510
C -0.375 -1.637 -1.237
C -0.113 -2.856 -1.851
C -0.005 -3.990 -1.066
C -0.130 -3.864 0.311
C -0.400 -2.611 0.850
C -0.527 -2.394 2.323
N -0.531 -1.533 0.074
H 0.512 3.588 2.586
H 0.225 1.832 2.465
H -1.135 2.981 2.676
H -0.372 5.100 0.725
H -0.689 5.243 -1.739
H -0.708 3.111 -3.060
H 2.848 0.147 -3.718
H 5.100 0.206 -2.622
H 5.214 0.241 -0.138
H 4.076 0.098 1.983
H 2.382 -0.436 2.003
H 2.769 1.282 1.891
H 0.001 -2.904 -2.926
H 0.179 -4.958 -1.507
H -0.018 -4.725 0.952
H -0.474 -3.335 2.863
H -1.478 -1.902 2.556
H 0.291 -1.753 2.658
Se -3.923 1.337 -0.517
C -3.507 2.508 0.767
N -3.208 3.240 1.606
N -3.348 -2.513 -0.594
N -3.661 -2.040 0.731
H -4.189 -2.852 -1.068
H -2.713 -3.305 -0.506
H -4.060 -2.787 1.312
H -4.397 -1.340 0.613
*
```

Summary:
- gap between HOMO and LUMO (eV) = 8.14
- LUMO (eV) = -2.8
- E_HOMO (eV) = -11.0
- energy above the lowest of the compared OMol25 structures with the same formula, charge and spin (kcal per mole) = 41.1

(6)
The following is a DFT calculation (ωB97M-V with the def2-TZVPD basis set) of a structure of composition C15H23BeIN2Si.

```
! RIJCOSX wB97M-V def2-TZVPD def2/J DEFGRID3
* xyz 0 1
C 1.529 2.583 -0.640
C 2.269 1.782 -1.812
H 1.031 3.492 -1.033
H 2.295 2.943 0.077
H 0.785 2.028 -0.001
H 1.572 1.165 -2.455
H 2.593 2.500 -2.571
H 3.117 1.188 -1.469
C -1.611 2.007 -0.954
C -2.978 1.800 -1.030
C -3.469 0.542 -1.387
C -2.567 -0.490 -1.659
H -1.187 2.947 -0.600
H -3.653 2.616 -0.787
H -4.533 0.332 -1.401
H -2.871 -1.525 -1.837
N -0.735 1.032 -1.288
C -1.199 -0.221 -1.606
C -0.129 -1.211 -1.656
N 1.088 -0.704 -1.249
C 2.120 -1.573 -1.139
C 0.786 -3.433 -1.907
C 2.016 -2.920 -1.474
H 3.060 -1.164 -0.770
H 2.893 -3.575 -1.404
C -0.312 -2.568 -1.959
H -1.325 -2.900 -2.206
H 0.672 -4.478 -2.192
Be 0.914 0.986 -1.100
I 1.526 0.269 2.031
C -0.062 -2.804 2.019
Si -0.162 -1.219 3.000
C -1.838 -0.391 2.840
C 0.340 -1.430 4.799
H -0.521 -2.700 1.030
H -0.601 -3.590 2.566
H 0.972 -3.135 1.874
H -2.607 -1.082 3.223
H -1.880 0.528 3.441
H -2.086 -0.138 1.799
H -0.330 -2.167 5.270
H 1.372 -1.794 4.894
H 0.253 -0.486 5.354
*
```

Summary:
- gap between HOMO and LUMO (spin up / spin down) (eV) = 4.13 / 4.11
- LUMO (spin up / spin down) (eV) = 0.0 / 0.0
- E_HOMO (spin up / spin down) (eV) = -4.1 / -4.1
- energy above the lowest of the compared OMol25 structures with the same formula, charge and spin (kcal per mole) = 15.4

(7)
The following is a DFT calculation (ωB97M-V with the def2-TZVPD basis set) of a cluster of 11 separate species, C21H64O11 in total.

```
! RIJCOSX wB97M-V def2-TZVPD def2/J DEFGRID3
* xyz 0 1
O 1.597 -4.485 2.578
H 1.353 -3.560 2.623
H 1.496 -4.803 3.475
O -0.084 -2.001 3.180
H 0.166 -2.018 4.104
H -0.851 -2.571 3.129
O -2.928 -1.116 -1.143
H -2.173 -1.001 -0.566
H -3.508 -0.386 -0.927
O -2.968 1.785 1.501
H -3.678 1.547 0.904
H -2.477 0.973 1.626
C -0.014 -5.044 -2.358
C -0.922 -4.809 -1.161
C -0.503 -3.674 -0.339
O -2.193 -4.491 -1.663
H 0.973 -5.219 -1.930
H 0.100 -4.194 -3.030
H -0.344 -5.884 -2.970
H -0.997 -5.716 -0.561
H 0.460 -3.902 0.118
H -1.230 -3.448 0.441
H -0.552 -2.822 -1.017
H -2.322 -3.546 -1.557
C -0.368 1.423 4.394
C 0.796 2.356 4.251
C 2.121 1.643 4.083
O 0.667 3.164 3.118
H -0.477 0.728 3.562
H -1.294 1.997 4.359
H -0.256 0.904 5.346
H 0.722 2.965 5.152
H 2.231 1.139 3.123
H 2.273 0.902 4.867
H 2.935 2.368 4.112
H -0.246 3.456 3.069
C 1.263 -0.666 0.357
C 0.089 0.342 0.489
C -0.220 0.931 -0.885
O -1.038 -0.375 0.926
H 1.393 -1.200 -0.584
H 1.375 -1.278 1.252
H 2.144 -0.030 0.450
H 0.343 1.173 1.147
H 0.682 1.192 -1.439
H -0.663 1.924 -0.819
H -0.744 0.250 -1.556
H -0.717 -0.991 1.588
C 4.548 -2.933 1.936
C 5.520 -1.805 2.359
C 4.815 -0.546 2.787
O 6.126 -2.429 3.473
H 5.073 -3.888 1.909
H 4.323 -2.764 0.883
H 3.546 -2.976 2.364
H 6.341 -1.669 1.656
H 3.978 -0.823 3.428
H 4.434 0.094 1.991
H 5.313 0.184 3.426
H 6.315 -1.756 4.131
C 1.460 5.210 0.687
C 2.053 3.936 0.161
C 3.030 4.140 -1.008
O 2.720 3.381 1.293
H 2.225 5.842 1.138
H 0.714 4.958 1.440
H 0.901 5.649 -0.140
H 1.225 3.267 -0.073
H 2.440 4.214 -1.922
H 3.808 3.381 -1.079
H 3.515 5.115 -0.960
H 2.124 2.973 1.925
C -3.658 -2.003 -4.786
C -2.554 -1.317 -5.529
C -1.318 -1.403 -4.628
O -2.252 -2.035 -6.672
H -3.203 -2.920 -4.409
H -4.559 -2.116 -5.388
H -4.064 -1.426 -3.955
H -2.777 -0.285 -5.798
H -0.403 -0.956 -5.017
H -1.128 -2.455 -4.414
H -1.608 -0.891 -3.711
H -1.519 -1.596 -7.110
C -4.574 3.730 -1.231
C -4.217 3.109 -2.576
C -2.967 2.284 -2.528
O -5.318 2.323 -3.118
H -5.601 4.096 -1.219
H -3.986 4.552 -0.824
H -4.473 3.036 -0.396
H -4.220 3.851 -3.374
H -2.077 2.831 -2.218
H -2.792 1.749 -3.462
H -3.157 1.463 -1.837
H -5.535 1.689 -2.432
*
```

Summary:
- gap between HOMO and LUMO (eV) = 9.35
- LUMO (eV) = -0.4
- E_HOMO (eV) = -9.7
- SMILES = CC(C)O.CC(C)O.CC(C)O.CC(C)O.CC(C)O.CC(C)O.CC(C)O.O.O.O.O
- energy above the lowest of the compared OMol25 structures with the same formula, charge and spin (kcal per mole) = 36.4

(8)
The following is a DFT calculation (ωB97M-V with the def2-TZVPD basis set) of a structure of composition C8H7MnO6.

```
! RIJCOSX wB97M-V def2-TZVPD def2/J DEFGRID3
* xyz 1 6
O 0.055 4.855 0.067
C -0.040 4.079 -0.749
Mn 0.012 -0.691 -2.247
C 0.200 -2.502 -1.433
O 0.141 -3.600 -1.057
C -0.269 -1.907 -3.963
O -0.326 -1.655 -5.083
C 1.581 0.030 -1.611
O 2.631 0.048 -1.129
C -1.547 -0.093 -1.555
O -2.647 0.035 -1.167
H 0.375 0.992 -1.868
C 1.040 -0.670 2.438
C 0.065 0.096 1.607
C -1.122 0.723 2.260
O 0.238 0.194 0.383
H 0.855 -0.569 3.510
H 2.051 -0.306 2.208
H 1.006 -1.736 2.166
H -1.161 1.785 1.984
H -2.051 0.259 1.891
H -1.089 0.633 3.349
*
```

Summary:
- gap between HOMO and LUMO (spin up / spin down) (eV) = 4.75 / 7.50
- LUMO (spin up / spin down) (eV) = -5.2 / -6.6
- E_HOMO (spin up / spin down) (eV) = -10.0 / -14.1

(9)
The following is a DFT calculation (ωB97M-V with the def2-TZVPD basis set) of a structure of composition C34H72AlN9O12P.

```
! RIJCOSX wB97M-V def2-TZVPD def2/J DEFGRID3
* xyz -1 1
C -3.288 -1.632 -0.990
C -1.834 -1.361 -0.429
P -0.561 -2.676 -0.850
C -0.796 -3.354 -2.576
C -0.186 -4.816 -2.770
C 1.122 -1.762 -0.707
C 1.259 -1.047 0.699
C 0.910 0.467 0.702
C 1.746 1.520 0.073
C 1.327 2.923 0.140
C 0.102 3.370 0.825
C -0.710 2.340 1.469
C -2.053 2.619 2.235
C -0.294 0.945 1.392
O 0.943 -0.749 -1.730
Al 1.988 -1.054 -3.212
O 2.397 -2.758 -2.597
C 2.235 -2.822 -1.157
C 3.717 -2.648 -0.662
O 3.942 -2.896 0.742
C 3.161 -3.989 1.243
H -3.776 -0.615 -1.115
H -3.324 -2.114 -1.996
H -3.917 -2.157 -0.218
H -1.474 -0.337 -0.709
H -1.924 -1.363 0.697
H -1.895 -3.472 -2.814
H -0.407 -2.657 -3.380
H -0.629 -5.490 -1.994
H 0.932 -4.813 -2.782
H -0.522 -5.159 -3.791
H 2.270 -1.156 1.178
H 0.532 -1.550 1.409
H 2.683 1.204 -0.447
H 1.957 3.692 -0.366
H -0.249 4.429 0.868
H -2.011 2.168 3.274
H -2.874 2.066 1.690
H -2.347 3.700 2.231
H -0.913 0.153 1.892
H 3.173 -0.046 -3.561
H 1.122 -1.295 -4.539
H 1.715 -3.810 -1.048
H 4.077 -1.627 -0.962
H 4.341 -3.392 -1.246
H 2.207 -3.561 1.656
H 3.729 -4.416 2.121
H 3.010 -4.829 0.520
O 5.202 1.994 -1.346
C 4.949 3.104 -1.773
N 5.380 4.223 -1.120
C 4.156 3.341 -3.031
H 5.194 5.158 -1.435
H 5.912 4.092 -0.275
H 3.167 2.896 -2.917
H 4.671 2.873 -3.869
H 4.039 4.406 -3.242
O -3.190 0.849 4.749
C -3.417 1.334 5.841
N -2.753 0.896 6.943
C -4.423 2.435 6.061
H -2.899 1.263 7.866
H -2.074 0.157 6.811
H -5.406 2.086 5.745
H -4.135 3.302 5.467
H -4.478 2.732 7.110
O -3.887 -4.346 -3.160
C -4.867 -4.203 -3.865
N -5.488 -5.276 -4.433
C -5.467 -2.855 -4.166
H -6.298 -5.202 -5.021
H -5.104 -6.188 -4.246
H -4.719 -2.235 -4.661
H -5.770 -2.384 -3.231
H -6.340 -2.934 -4.816
O -5.349 2.943 -1.979
C -5.185 3.472 -0.891
N -3.961 3.896 -0.495
C -6.310 3.695 0.085
H -3.782 4.335 0.390
H -3.191 3.757 -1.132
H -6.749 2.732 0.346
H -7.066 4.327 -0.382
H -5.964 4.181 0.999
O 1.163 7.133 2.044
C 1.367 6.656 3.146
N 0.975 5.392 3.451
C 2.062 7.415 4.248
H 1.124 4.964 4.346
H 0.507 4.862 2.729
H 1.491 8.316 4.474
H 3.062 7.692 3.914
H 2.151 6.821 5.159
O -2.587 3.939 -6.212
C -2.862 3.285 -5.217
N -4.013 3.503 -4.529
C -1.965 2.202 -4.675
H -4.281 2.989 -3.703
H -4.629 4.222 -4.872
H -0.997 2.635 -4.421
H -1.831 1.436 -5.438
H -2.384 1.736 -3.782
O 2.621 -1.898 -7.421
C 3.814 -2.052 -7.252
N 4.307 -2.564 -6.092
C 4.840 -1.695 -8.299
H 5.286 -2.706 -5.920
H 3.647 -2.814 -5.369
H 4.760 -0.631 -8.526
H 4.643 -2.275 -9.201
H 5.857 -1.905 -7.963
O -0.280 -1.189 6.004
C 0.827 -0.697 5.847
N 1.063 0.187 4.847
C 2.003 -1.024 6.732
H 1.956 0.614 4.680
H 0.291 0.422 4.239
H 2.203 -2.094 6.675
H 1.762 -0.752 7.760
H 2.902 -0.485 6.430
O 1.912 -6.059 3.628
C 2.340 -5.692 4.703
N 1.698 -4.730 5.425
C 3.594 -6.255 5.321
H 2.017 -4.398 6.316
H 0.856 -4.337 5.032
H 4.433 -6.072 4.650
H 3.468 -7.328 5.464
H 3.813 -5.797 6.288
*
```

Summary:
- gap between HOMO and LUMO (eV) = 5.38
- LUMO (eV) = 1.7
- E_HOMO (eV) = -3.7

Q: Which calculated total energy values were calculated for the entries above? A: -14475.97742 -33095.06215 -20662.03684 -185578.66929 -119318.33348 -35288.47014 -45335.76696 -52001.17508 -90298.79615, in eV.
Q: Which maximum force values were calculated for the entries above? A: 2.59 2.27 4.83 3.03 1.95 5.73 2.59 8.55 2.82, in eV/A.